Record 1
This record from OMol25 describes a cluster of 10 separate species, C36H38F4N6 in total in a non-equilibrium geometry. The level of theory is the ωB97M-V functional and the def2-TZVPD basis.

CARTESIAN COORDINATES (ANGSTROEM)
F1 15.244851 -14.700274 -6.328449
C1 16.421909 -14.767782 -5.691520
C2 17.432025 -15.464537 -6.303269
C3 18.636376 -15.641846 -5.636783
C4 18.828868 -15.112619 -4.378745
C5 17.770017 -14.455706 -3.757756
C6 16.550368 -14.306575 -4.395700
H1 17.302765 -15.831195 -7.313600
H2 19.419685 -16.236861 -6.091725
H3 19.733062 -15.248234 -3.803875
H4 17.979313 -14.010318 -2.791301
H5 15.693318 -13.816579 -3.944394
F2 13.231553 -14.736108 -11.471487
C7 13.097398 -15.852731 -10.787439
C8 12.202532 -16.799571 -11.205538
C9 12.159710 -18.008187 -10.502493
C10 12.936267 -18.211942 -9.357826
C11 13.782798 -17.216044 -8.924009
C12 13.902289 -16.060859 -9.685178
H6 11.602604 -16.647355 -12.095254
H7 11.471712 -18.773245 -10.841013
H8 12.774536 -19.171555 -8.875728
H9 14.406499 -17.358588 -8.051931
H10 14.582324 -15.260971 -9.403152
F3 7.063277 -7.126685 -8.384766
C13 8.064189 -7.827282 -8.912368
C14 7.887113 -9.184328 -9.113935
C15 8.871442 -9.912382 -9.752945
C16 10.138184 -9.342176 -9.880331
C17 10.291819 -7.974079 -9.689063
C18 9.269043 -7.210307 -9.158657
H11 6.924823 -9.612624 -8.852899
H12 8.683025 -10.977617 -9.804989
H13 10.992353 -9.916255 -10.217938
H14 11.264696 -7.537417 -9.880317
H15 9.421531 -6.174214 -8.881756
F4 12.910823 -10.997996 -13.169386
C19 12.903994 -10.029774 -12.231171
C20 13.562789 -10.296553 -11.038752
C21 13.731888 -9.268056 -10.122566
C22 13.239433 -7.992371 -10.391450
C23 12.548964 -7.774441 -11.580671
C24 12.399769 -8.783636 -12.528705
H16 13.895444 -11.299516 -10.807795
H17 14.325903 -9.466931 -9.235297
H18 13.299729 -7.199092 -9.656828
H19 12.203027 -6.773722 -11.815674
H20 11.922283 -8.541916 -13.467631
C25 14.649569 -11.074323 -5.019880
C26 13.727323 -12.120923 -4.567456
N1 12.996592 -12.946790 -4.245883
H21 14.069888 -10.204789 -5.328759
H22 15.234159 -11.453098 -5.859642
H23 15.346574 -10.791190 -4.234572
C27 12.184714 -14.371119 -7.284545
C28 12.126978 -13.154528 -8.097360
N2 12.118625 -12.214854 -8.743838
H24 12.158398 -15.203154 -7.979454
H25 11.291622 -14.333506 -6.658381
H26 13.080121 -14.341574 -6.679912
C29 8.879874 -15.798381 -7.895461
C30 8.352000 -14.787136 -8.806097
N3 7.919338 -14.008374 -9.506172
H27 9.143527 -15.318481 -6.953560
H28 9.769650 -16.273876 -8.309864
H29 8.140768 -16.575681 -7.717384
C31 10.431894 -12.653133 -11.384426
C32 10.781948 -13.136348 -12.722186
N4 11.096156 -13.447132 -13.788636
H30 11.242390 -12.001948 -11.054539
H31 10.348378 -13.477809 -10.684308
H32 9.514589 -12.083679 -11.470594
C33 10.772387 -10.586553 -6.224787
C34 9.704741 -11.443601 -5.718297
N5 8.874766 -12.104289 -5.309993
H33 10.909753 -9.767166 -5.511268
H34 10.556568 -10.277167 -7.237754
H35 11.730255 -11.101434 -6.157296
C35 13.496728 -16.643734 -4.069933
C36 12.984946 -17.014360 -2.758195
N6 12.606939 -17.267527 -1.711566
H36 12.665919 -16.402600 -4.733061
H37 14.038263 -17.467030 -4.525721
H38 14.097614 -15.748500 -3.946293

Forces on atoms 1 to 6 (eV/Å):
F -0.6 0.4 -0.2
C 0.5 -0.8 0.6
C 0.5 0.0 -0.5
C 0.3 -0.3 -0.2
C -0.6 0.0 0.5
C 0.5 0.3 0.0

The calculation puts the calculated total energy at -57756.35368 eV. The multiplicity is 1. As for the SMILES: Fc1ccccc1.Fc1ccccc1.Fc1ccccc1.Fc1ccccc1.CC#N.CC#N.CC#N.CC#N.CC#N.CC#N. The value obtained for the frontier orbital gap is 9.039 eV. The value obtained for the lowest unoccupied orbital energy is 0.036 eV. The value obtained for the maximum force is 1.965 eV Å⁻¹. The value obtained for the energy above the lowest of the compared OMol25 structures with the same formula, charge and spin is 0.9682 eV.

Record 2
This record from OMol25 describes a structure of composition C46H40AsHgN8O2S2Te in a non-equilibrium geometry. The level of theory is the ωB97M-V functional and the def2-TZVPD basis.

CARTESIAN COORDINATES (ANGSTROEM)
Hg1 9.897219 16.586824 11.886166
N1 13.522872 19.739529 12.244813
C1 12.859887 18.579175 11.669457
N2 12.070233 17.865303 12.570461
C2 12.354207 17.763314 13.882232
N3 11.742678 16.906903 14.654155
N4 10.710952 16.326988 14.141444
C3 9.845363 15.529200 14.767959
C4 8.873316 14.753349 14.104747
C5 8.217760 13.712861 14.752349
C6 7.289927 12.984246 13.990099
C7 6.968266 13.332473 12.724834
C8 7.586305 14.423207 12.162784
N5 8.520126 15.078194 12.825495
C9 13.295731 18.699083 14.459547
C10 13.569406 18.719241 15.865495
C11 14.210099 19.823150 16.390641
C12 14.630414 20.888751 15.544293
C13 14.361360 20.869024 14.170768
C14 13.748243 19.756351 13.562915
H1 13.640934 20.556018 11.691414
H2 13.630487 17.931798 11.184844
H3 9.843524 15.287685 15.868135
H4 8.385213 13.515660 15.781293
H5 6.756110 12.183556 14.471347
H6 6.142887 12.796793 12.204409
H7 7.270746 14.748533 11.200995
H8 13.297963 17.845874 16.378891
H9 14.555316 19.764792 17.450907
H10 15.120900 21.717160 16.000453
H11 14.696189 21.672870 13.510478
C15 10.284089 12.749851 8.688917
Te1 12.516528 13.170343 8.823869
C16 12.170377 11.760249 10.650986
C17 11.008563 10.969370 10.238079
C18 10.927800 9.661222 10.792593
C19 9.785400 8.856387 10.563244
C20 8.868926 9.331924 9.579151
C21 8.855836 10.588310 9.072980
C22 9.969676 11.453306 9.327864
H12 10.005793 12.780577 7.623638
H13 10.011964 13.685182 9.211645
H14 12.267280 12.404133 11.542202
H15 13.122380 11.174804 10.597182
H16 11.686479 9.283559 11.423527
H17 9.781550 7.814716 10.913473
H18 8.061634 8.631641 9.299360
H19 8.087390 11.007043 8.406193
S1 9.491683 16.246648 8.879224
C23 10.534530 16.925349 9.917824
C24 14.578521 17.361778 6.526586
C25 14.940091 17.489549 8.066326
C26 13.694963 17.911059 8.778682
N6 12.840478 16.991844 9.204302
N7 11.678838 17.642001 9.696195
C27 12.046096 18.849853 10.337421
N8 11.028109 19.834500 10.582856
S2 13.236830 19.511035 8.981736
H20 15.435592 16.910824 5.948985
H21 14.492281 18.382560 6.190973
H22 13.670048 16.755709 6.444016
H23 15.719866 18.203520 8.201738
H24 15.376450 16.586412 8.493826
H25 10.783872 19.825673 11.575462
H26 10.157487 19.749266 10.053837
C28 15.873604 9.388458 16.000215
C29 15.214241 10.093898 16.979585
C30 14.393980 11.219071 16.698771
C31 14.367598 11.744487 15.444306
C32 15.025162 11.043408 14.422376
C33 15.874176 9.976478 14.679836
As1 13.571893 13.429446 14.810983
C34 12.927475 14.152349 16.542396
C35 11.711195 13.868276 17.216871
C36 11.351236 14.598953 18.326266
C37 12.189096 15.601826 18.843240
C38 13.453838 15.743785 18.238931
C39 13.877215 15.014780 17.097322
C40 15.055739 15.332473 16.249340
C41 16.180507 16.143063 16.542081
C42 17.127099 16.351078 15.566690
C43 17.200836 15.548011 14.404474
C44 16.135066 14.668888 14.113643
C45 15.117073 14.592629 15.040052
H27 16.401230 8.470808 16.206422
H28 15.309737 9.655996 17.949561
H29 13.861118 11.767567 17.510752
H30 14.919631 11.244994 13.345457
H31 16.615604 9.649868 13.981406
H32 11.058982 13.182705 16.698589
H33 10.419375 14.369402 18.805299
H34 11.790733 16.269143 19.602773
H35 14.063967 16.585064 18.553859
H36 16.287622 16.683583 17.492330
H37 17.828891 17.183168 15.807712
H38 18.096841 15.682884 13.701273
H39 16.055546 14.243190 13.111977
O1 14.661649 12.946019 11.591520
C46 15.208865 13.142902 10.519039
O2 14.738552 13.545664 9.365791
H40 16.290083 12.955781 10.583595

Forces on atoms 1 to 6 (eV/Å):
Hg 0.9 0.2 -0.1
N -0.9 -0.8 -0.5
C 1.4 -0.5 -1.8
N -0.4 -0.5 1.9
C 0.8 1.5 -4.8
N -1.4 -1.2 3.3

The calculation puts the calculated total energy at -158338.85723 eV. The multiplicity is 1. As for the net charge: -1. The value obtained for the frontier orbital gap is 4.954 eV. The value obtained for the lowest unoccupied orbital energy is 1.269 eV. The value obtained for the maximum force is 5.052 eV Å⁻¹. The value obtained for the energy above the lowest of the compared OMol25 structures with the same formula, charge and spin is 2.3581 eV.